1.
Here is one molecule with the formula C18H20N2OS from OMol25. Energies are from ωB97M-V/def2-TZVPD.

Structure (XYZ):
```
42
Properties=species:S:1:pos:R:3:forces:R:3
C -0.61483 4.91447 0.63337 0.045 0.012 -0.095
C -2.79691 -2.54912 0.91793 0.204 -0.002 -0.030
C 1.81471 -2.89775 0.12810 -0.490 0.065 -0.219
H -2.40695 6.06532 0.83617 -0.079 0.068 -0.007
C 0.84991 3.43112 -0.49048 -0.325 -0.178 0.638
C 2.01683 1.61971 -0.89964 0.032 -0.232 0.167
S 3.10923 0.56979 -1.74887 0.326 -0.188 -0.158
C -3.46901 -5.09927 0.10036 -0.153 0.024 0.030
N 1.42479 1.34372 0.22466 0.271 -0.416 -0.058
C -1.79839 -3.41220 0.46205 -0.212 0.040 0.042
C 0.21388 4.65854 -0.44642 -0.018 0.051 -0.017
H -3.72533 -6.09842 -0.22105 -0.015 -0.070 -0.024
H -1.00520 6.75820 1.64333 -0.022 0.099 0.028
H 3.95594 -1.44749 -0.87803 0.048 0.049 0.026
C 0.52745 -3.70726 0.00304 0.442 -0.258 0.019
H -2.50970 -1.55741 1.23033 0.034 0.125 0.039
C -1.33310 6.22594 0.75089 0.005 -0.018 0.035
H 2.65892 -3.54453 -0.11985 0.028 -0.059 0.052
H -5.48340 -4.56957 0.59009 -0.082 -0.028 0.000
H 0.36130 -3.99239 -1.04591 -0.021 -0.009 0.098
N 1.71758 2.86046 -1.39204 0.104 -0.116 -0.107
C -0.15789 2.72246 1.59835 0.074 0.027 -0.130
H 1.69462 -1.99190 -1.82676 -0.031 0.016 -0.022
C 0.67712 2.45805 0.52015 -0.062 0.708 -0.426
C -4.45481 -4.24420 0.55412 -0.125 -0.145 -0.034
H 0.35884 5.39154 -1.22666 -0.026 0.124 -0.059
H 0.94371 -1.05013 -0.52390 0.039 -0.017 -0.106
H 3.15821 -0.46420 0.38405 0.082 -0.090 0.032
C -2.14458 -4.69418 0.05007 0.378 0.030 -0.046
O -0.53637 -2.90500 0.46514 -0.142 0.156 0.073
C 1.79823 -1.67475 -0.78616 0.063 -0.148 0.212
H 0.60398 -4.62245 0.60773 -0.080 0.076 -0.101
H -0.30065 1.98844 2.37474 -0.015 -0.097 0.101
H -4.87286 -2.28642 1.31745 -0.049 0.066 0.030
C -4.11068 -2.96426 0.96241 0.047 0.030 0.005
C 3.07104 -0.86285 -0.62513 -0.258 0.305 -0.240
H -1.39694 -5.38418 -0.30938 0.085 -0.021 -0.020
H 1.91899 -2.57119 1.16355 0.069 -0.063 0.090
H -1.14318 6.85427 -0.11554 -0.026 0.086 -0.034
H -1.44288 4.18110 2.46015 -0.075 0.023 0.095
C -0.78791 3.94773 1.63292 -0.042 -0.002 0.063
H 2.07455 3.26224 -2.24168 -0.029 -0.020 0.059
```
Forces are in eV/Å.

Values from the calculation:
SMILES: Cc1ccc2nc(SCCCCOc3ccccc3)[nH]c2c1
highest occupied orbital energy: -7.79 eV
spin multiplicity: 1
charge: 0

---

2.
Here is C18H20N4O10PRu as an isolated structure from OMol25. Energies are from ωB97M-V/def2-TZVPD.

Structure (XYZ):
```
54
Properties=species:S:1:pos:R:3:forces:R:3
C -0.60510 1.74870 2.98260 0.018 0.431 -0.310
C -2.30830 -0.37100 -3.14120 0.448 0.031 0.028
H 0.62880 -1.58920 -2.50780 -0.009 -0.022 -0.249
O 6.30710 -3.69820 4.88480 0.205 0.221 0.296
C 3.00750 -2.61490 1.46430 0.024 -0.104 0.121
H -0.61510 1.57110 4.04860 0.020 -0.094 0.075
Ru -0.49460 -1.27170 -0.21210 2.345 -0.084 3.059
H 4.41800 -5.62220 2.15270 0.024 0.023 -0.006
H -1.22590 2.40510 -4.26300 -0.002 -0.082 0.045
C -0.84690 0.68440 2.13300 -0.111 -0.571 0.342
O -1.26870 -3.03520 -1.54000 -0.070 1.263 0.206
P -0.63840 0.31520 -3.22130 -0.224 0.038 -0.276
C 1.93580 -2.03300 0.60970 0.189 -0.307 -0.330
C -0.37010 3.01690 2.43990 -0.212 -1.044 -0.093
O -0.32580 0.84480 -1.73990 0.247 -0.097 -0.318
H 3.41830 -0.78320 2.48530 -0.007 0.073 0.054
O -0.13840 4.09480 3.17570 0.107 0.372 0.186
C -1.11550 -0.73340 2.70370 0.412 1.376 0.416
N -0.86020 0.79950 0.81180 -0.100 -0.390 -1.052
C 3.65180 -1.83440 2.42090 -0.153 -0.186 -0.246
N -1.20740 -5.28960 -1.55080 0.130 -0.061 -0.142
H -3.05420 0.42330 -3.15880 0.084 0.092 0.017
C 4.55980 -2.42150 3.28040 0.216 -0.203 0.189
C 4.19510 -4.56680 2.20400 0.182 -0.078 0.237
O 1.68380 -0.80460 0.64190 -1.383 0.789 0.070
C -0.38000 3.14190 1.04520 -0.054 -0.230 -0.310
H 2.76620 -4.55190 0.60320 -0.012 -0.073 -0.021
C -0.48520 1.62930 -4.45010 -0.088 -0.296 0.333
H -1.24060 -6.15650 -1.04520 0.021 -0.006 -0.064
H 0.50830 2.07430 -4.39950 0.017 -0.066 0.040
H -0.18330 4.09540 0.58150 -0.037 0.084 -0.077
C 3.28590 -3.97570 1.35250 -0.070 0.274 0.004
N 5.74980 -4.40910 4.08190 0.253 -0.161 0.225
H -1.88820 -3.30620 0.88870 0.059 -0.136 0.071
O 5.90960 -5.60340 3.97780 0.099 -0.391 0.020
C -0.62060 2.00950 0.27950 0.066 0.184 1.050
O -1.41000 -1.59020 1.81540 0.460 -1.452 -2.378
H 0.43400 -1.54650 -4.28280 -0.012 -0.117 -0.080
H -0.13520 3.88040 4.11950 -0.012 0.034 -0.119
H -1.86480 -5.03410 0.85340 0.042 0.052 -0.026
H 1.61030 -0.46560 -3.48550 -0.025 0.064 -0.011
O 1.27120 -2.80430 -0.14020 -1.287 0.134 -0.338
H 5.06420 -1.85400 4.04730 0.020 0.023 0.001
N -1.79870 -4.16480 0.35250 -0.026 0.158 0.230
C -1.39320 -4.11470 -0.91950 -0.508 -0.497 0.289
H -0.84400 -5.29680 -2.48770 -0.020 0.073 0.088
O -1.05460 -0.88570 3.90140 -0.100 -0.027 0.030
H -2.46930 -1.03180 -3.98900 -0.016 -0.064 -0.137
H -2.40230 -0.96160 -2.21730 0.086 0.144 -0.270
C 4.81470 -3.78270 3.16860 -0.768 0.529 -0.802
H -0.64690 1.20590 -5.43850 0.018 -0.134 -0.113
C 0.63480 -0.94380 -3.40190 -0.412 0.267 0.264
O -0.83820 3.03620 -1.88650 0.117 -0.328 0.456
C -0.62710 2.09640 -1.18360 -0.188 0.575 -0.675
```
Forces are in eV/Å.

Values from the calculation:
highest occupied orbital energy (spin up / spin down): -11.36 / -11.39 eV
spin multiplicity: 1
charge: +1

---

3.
Here is C18H20N6PdS2 as an isolated structure from OMol25. Energies are from ωB97M-V/def2-TZVPD.

Structure (XYZ):
```
47
Properties=species:S:1:pos:R:3:forces:R:3
H -4.91146 0.94962 -0.65641 -0.032 -0.029 -0.073
Pd -0.45734 -1.29084 0.13861 -0.044 0.062 -0.015
C -4.84997 -4.84760 -0.90958 0.026 0.016 0.013
H -7.10852 1.79404 -1.19610 -0.004 -0.005 -0.006
S -0.92907 0.94016 0.45880 -0.129 0.010 0.005
C -4.85942 4.28448 -0.66281 -0.003 -0.032 0.000
H -7.71347 6.04444 -1.27354 -0.001 0.003 -0.003
H 1.61159 -1.24557 3.78621 -0.003 0.001 -0.011
C 2.00498 -0.88393 1.67302 0.061 0.012 -0.013
S 0.07055 -3.62769 -0.25459 0.021 0.022 -0.026
H 1.62125 1.23683 1.90154 0.016 0.000 0.007
C -7.05940 5.19177 -1.14204 0.021 -0.048 0.010
H 3.88478 -1.55935 0.82793 -0.001 0.006 0.003
H -8.59042 3.72430 -1.49550 -0.004 -0.007 -0.003
C -5.14045 -3.66506 -1.58108 -0.014 -0.002 -0.010
H 0.73969 -2.32914 2.67750 -0.009 0.007 -0.004
H 3.77025 -1.76329 2.59998 0.002 -0.001 -0.008
H -5.42912 -5.74492 -1.09342 0.002 -0.001 -0.001
C -3.79556 -4.85559 -0.00105 -0.015 -0.016 0.000
C -5.34398 2.96635 -0.79713 -0.177 0.173 -0.061
C 2.47760 0.55934 1.91494 -0.020 0.027 -0.012
H 2.98293 0.64701 2.88354 0.002 -0.010 0.001
N -2.56881 -1.39011 -0.17911 0.016 0.043 0.019
H -2.24642 -3.71936 0.95562 -0.020 -0.004 -0.006
H -3.81498 4.41828 -0.42358 0.004 0.007 -0.002
N -3.23440 2.03511 -0.23706 -0.110 0.135 0.005
C -2.61050 0.89470 -0.08067 0.151 -0.224 -0.191
N 1.43964 -0.90483 0.34014 -0.041 -0.093 0.028
H -4.62105 -1.60101 -1.88773 0.003 -0.003 0.009
N -3.25725 -0.27071 -0.35382 0.052 0.071 0.072
C 1.08018 -1.30239 2.82726 -0.020 -0.033 -0.015
H 3.16481 0.85930 1.12191 0.003 0.002 0.007
C 1.62773 -3.71157 -0.88681 0.004 -0.005 0.030
C -4.40173 -2.51586 -1.35551 -0.022 0.017 0.013
C -7.54326 3.89078 -1.26562 0.009 0.025 0.005
C -3.05162 -3.71379 0.23209 0.028 0.021 0.006
C -6.71420 2.79950 -1.09766 0.031 -0.014 0.006
C -5.71099 5.35974 -0.83758 -0.010 0.020 0.011
C -3.33391 -2.51881 -0.44254 -0.020 -0.080 -0.010
N -4.54207 1.89171 -0.67595 0.229 -0.088 0.189
H -5.30924 6.36226 -0.73036 0.002 -0.003 -0.001
H -3.54773 -5.76434 0.53601 -0.004 -0.001 -0.002
N 2.68867 -3.87060 -1.32881 0.000 -0.001 -0.005
H -5.95202 -3.63915 -2.30139 0.004 -0.001 0.005
H 0.20306 -0.65494 2.86657 0.007 0.013 0.008
C 3.22148 -1.82358 1.65214 0.003 0.022 0.039
H 2.89642 -2.85273 1.49688 0.004 -0.012 -0.013
```
Forces are in eV/Å.

Values from the calculation:
highest occupied orbital energy (spin up / spin down): -0.80 / -1.16 eV
spin multiplicity: 3
charge: -2
⟨S²⟩: 2.033

---

4.
Here is C18H21AsClMnN3O7S as an isolated structure from OMol25. Energies are from ωB97M-V/def2-TZVPD.

Structure (XYZ):
```
53
Properties=species:S:1:pos:R:3:forces:R:3
C 0.04320 0.34244 3.44359 -0.115 -0.134 0.025
H 0.83924 -3.85079 0.87196 0.025 0.007 0.024
H 1.88482 -4.45505 -2.35922 0.012 0.004 0.007
O 3.32104 0.87144 0.73434 -0.081 -0.100 -0.376
O 3.71329 0.66969 3.18010 -0.183 -0.155 0.501
C -2.02197 0.09652 -1.78456 0.546 1.493 0.875
O 1.62996 0.89084 -0.70060 0.186 0.569 -0.104
O 0.17586 -1.37097 -0.85910 -0.038 0.066 -0.172
H 1.29970 0.40747 -2.98879 -0.014 0.034 -0.051
C -0.54753 3.40160 -2.14657 0.029 -0.145 0.072
H -4.93983 0.87753 4.47906 -0.005 0.013 0.006
S -3.43144 0.18224 -2.36061 -0.093 -0.425 -0.353
H -2.52183 0.97764 4.52097 -0.008 0.047 -0.022
C -5.07218 0.37762 2.39841 0.054 0.002 -0.010
H 3.59508 -1.01835 -0.70582 -0.002 0.029 0.017
O 2.50279 0.20112 4.96890 -0.058 -0.013 0.131
C 1.32428 0.46688 2.94674 0.000 0.128 0.172
H 1.02870 -3.20419 -3.29399 0.006 -0.030 -0.008
N -0.84312 0.45596 2.41704 0.032 0.014 -0.141
H 3.84029 -2.43933 -1.76824 0.004 0.016 -0.011
O -0.76173 2.48325 -1.26255 -0.297 0.241 0.580
C 1.75375 -3.30204 0.65189 -0.011 0.018 0.098
H 1.93407 -2.56972 1.43838 0.013 -0.017 0.000
H -0.10502 -0.22792 -3.58068 0.110 -0.018 -0.008
H -6.15277 0.34449 2.38350 -0.014 0.013 -0.002
H -0.94058 1.85207 -4.21208 0.009 -0.009 0.012
C 1.11711 0.65922 1.56937 -0.022 -0.060 -0.158
C -3.00758 0.71186 3.60066 0.006 0.177 0.014
H 0.67712 3.87897 -3.83127 -0.017 -0.052 -0.027
As 1.49556 -2.37079 -0.99719 -0.184 -0.007 0.135
C 2.10969 0.83454 0.46288 0.058 0.102 -0.022
C 3.17515 -1.61393 -1.51353 0.045 0.121 0.015
H 0.69200 1.73454 -4.86866 -0.027 -0.105 0.034
C 2.56444 0.43364 3.78923 0.342 0.009 -0.148
C -4.39293 0.66888 3.56955 -0.022 -0.005 -0.001
C -4.34247 0.14001 1.24496 -0.013 0.014 0.016
N 0.30671 0.57841 -3.12485 -0.094 0.034 0.595
N -0.16573 0.62518 1.24888 -0.246 0.278 0.033
C 0.11558 1.79519 -3.94054 0.051 0.103 -0.101
Mn -0.32636 0.65954 -1.06466 -0.178 -2.189 -1.252
H 3.59757 0.77382 2.18748 0.021 0.096 -0.152
H 1.46053 2.83234 -2.62883 0.019 0.040 -0.035
C -2.95935 0.16917 1.26940 -0.008 -0.237 -0.128
H 2.59668 -3.98769 0.58232 0.004 0.006 0.000
C -2.28493 0.44030 2.44434 0.100 0.030 0.063
H -4.84776 -0.07132 0.31215 -0.012 -0.022 -0.011
H 3.02991 -0.96818 -2.37605 0.045 -0.028 -0.036
H 0.14786 -4.15101 -2.07835 0.020 -0.012 -0.019
O -1.14406 4.45860 -2.20632 0.025 0.093 -0.036
C 0.52567 3.03528 -3.15995 0.066 0.100 -0.068
Cl -0.39596 0.00192 5.04812 0.046 -0.072 -0.040
C 1.10554 -3.69563 -2.32501 -0.108 -0.024 -0.056
H -2.39801 -0.03328 0.37382 -0.022 -0.039 0.121
```
Forces are in eV/Å.

Values from the calculation:
highest occupied orbital energy (spin up / spin down): -8.58 / -7.94 eV
spin multiplicity: 2
charge: 0
⟨S²⟩: 0.804

---

5.
Here is C18H21BBeBrClF14Li2N2O17P2S4 as an isolated structure from OMol25. Energies are from ωB97M-V/def2-TZVPD.

Structure (XYZ):
```
84
Properties=species:S:1:pos:R:3:forces:R:3
H -1.28317 -4.94320 -5.16366 -0.262 0.423 0.488
F -1.32399 1.19667 -3.95400 0.049 -0.701 0.290
O 5.56642 2.19186 -2.75512 1.144 -0.311 -0.047
F -1.24209 9.12539 7.36396 -0.120 -0.365 -0.046
F -0.91682 -0.54525 -2.80145 -0.706 -0.931 -0.491
H 0.55646 -5.88922 -5.82237 0.349 0.352 0.065
C -3.70193 -1.21385 -2.32740 -0.805 2.183 1.001
C 0.56324 -4.33820 -4.20500 0.384 -0.140 -0.183
C 1.62148 1.16791 2.44728 -0.460 0.103 -0.227
S 2.40849 -4.45623 -6.24742 0.007 0.256 -0.850
H -1.27688 2.52364 2.37306 0.206 0.068 0.208
O -0.33348 4.89303 7.70061 -0.082 -0.270 0.155
C -0.94893 -4.09146 -4.53854 0.453 -0.426 -0.083
O -0.76689 6.87986 6.76405 -0.327 -0.258 0.439
F 3.90769 0.88935 1.08075 0.817 -0.120 -1.988
H -1.46142 0.53008 3.87564 -0.158 0.113 -0.071
H -0.50277 1.54083 1.14244 0.227 -0.050 0.055
H 4.82176 0.11829 -6.60563 0.390 -0.236 0.529
O -2.58321 2.62991 6.78373 -0.158 -0.538 -0.502
O -3.86973 -2.56032 -4.70640 2.063 0.792 0.174
O -2.70399 7.38609 8.04520 0.431 -0.439 -0.070
Be 7.16762 -3.06231 -5.43703 0.544 -0.383 -0.290
F 7.37652 1.22212 -2.01541 -1.108 0.271 -0.333
O 3.38009 1.57374 -3.45280 0.162 -0.279 -0.422
P -0.84017 -3.76302 -1.16822 2.180 0.433 2.061
C -1.77491 -0.02601 -3.69630 0.147 2.773 -1.057
H 3.42963 -2.16008 -7.26154 0.302 -0.206 0.452
F 3.37422 2.76159 2.81696 -0.460 -0.003 -0.111
C -2.00106 1.90219 7.87208 0.051 0.041 0.696
C -0.65641 1.64244 2.21776 -0.593 0.007 -0.070
O -2.71476 5.51426 9.27544 0.191 -0.210 -0.073
N 4.31398 -2.79759 -5.32112 -1.863 -2.833 -0.025
C 5.19283 -2.25325 -4.39857 0.288 1.868 -2.111
O 3.70706 2.61787 -1.37576 0.235 0.122 -0.543
Br -3.72879 2.76684 -3.73388 -0.788 5.184 -2.798
H -0.37022 -5.06211 -0.80905 -0.807 0.017 -0.350
H -0.95524 2.17327 7.99387 -0.082 0.284 -0.217
C 4.05877 -1.95226 -6.39942 1.523 2.177 1.083
C -2.18116 0.44613 7.50663 0.469 0.016 -0.295
O 1.54347 0.35112 1.58039 -0.092 -0.400 0.302
S -3.75295 -2.81333 -3.29669 -4.269 -0.804 -2.189
C -2.23404 6.21395 8.41958 -1.130 0.358 0.688
C -1.33866 0.42222 2.80064 0.352 -0.354 0.042
F -2.55438 8.09595 5.78628 0.177 -0.137 0.307
Li 1.82953 -1.41984 -4.18325 0.753 0.637 0.283
C 1.27604 -5.35397 -5.17942 -0.261 0.244 0.636
C -3.26472 0.05171 -3.16713 -0.655 1.498 0.936
N 5.44720 -1.04568 -4.86382 0.603 1.387 1.281
B -1.82166 7.91562 6.96567 -0.150 1.211 -0.647
F -4.19682 0.28928 -4.16886 1.412 -2.775 1.083
H -1.43731 0.12663 6.77142 0.034 0.002 0.048
C 4.80485 -0.80664 -6.02738 -1.386 -1.694 -0.764
O -5.00206 2.27768 6.53245 -0.218 -0.233 -0.332
F -3.36520 1.10191 -2.26435 1.181 -5.225 1.192
O 0.58849 1.89598 2.88272 0.394 0.164 0.023
H -2.54787 2.15531 8.78226 0.039 0.052 -0.018
C 3.74933 -4.04616 -5.14529 -0.481 -0.907 1.221
S -3.74842 1.77089 6.11144 0.598 0.304 0.726
F 3.92299 0.69923 3.11385 -0.961 0.010 1.120
H 0.72408 -4.73846 -3.19109 -0.138 0.434 -0.298
H -1.71167 -3.36238 -0.11687 -0.264 -0.273 -0.627
O -3.43000 1.58584 4.73649 -0.298 0.082 -0.101
O -4.91743 -3.53763 -2.88034 1.119 -0.320 1.826
H -1.13283 -3.18835 -5.14163 -0.016 -0.190 0.416
P -2.01717 -4.09334 -3.01790 0.647 -0.861 -0.769
H 1.12088 -3.36282 -4.28742 -0.585 -1.047 0.359
C -0.99890 5.89280 7.60204 0.980 -0.139 -0.746
C 2.90518 1.58232 3.22154 1.198 0.127 0.389
F -4.97272 -0.97751 -1.98534 0.469 -0.750 -0.555
F -1.71198 -0.66597 -4.90027 0.037 -0.719 1.046
H -2.53470 -5.41632 -2.93590 -0.267 0.550 0.048
H -0.73766 -0.47496 2.63298 0.030 0.036 -0.134
O -3.47280 0.38415 6.88798 -0.233 0.284 0.041
O 0.32038 -2.87993 -1.39913 -0.612 0.170 -0.797
S 4.17260 -5.06893 -3.93985 0.116 0.409 -0.317
F 2.64658 1.69883 4.53558 -0.301 -0.200 -0.089
H 5.54022 -2.70797 -3.47241 -0.488 0.194 -0.285
Li -4.04167 2.09903 -5.81616 -0.120 0.401 0.039
O 4.43033 0.41468 -1.69007 0.359 -0.091 -0.002
F -3.00682 -1.29482 -1.18032 0.319 -0.639 -0.854
Cl 4.25846 1.70038 -2.30557 -1.273 -0.073 1.319
H -2.32023 0.27398 2.34829 -0.050 0.114 0.076
H 1.81934 -6.11345 -4.59099 -0.126 0.400 -0.327
H -2.13748 -0.21002 8.37247 -0.274 -0.023 -0.042
```
Forces are in eV/Å.

Values from the calculation:
highest occupied orbital energy: -7.40 eV
spin multiplicity: 1
charge: 0

---

no.,maximum force (eV/Å)
1,0.829
2,3.855
3,0.331
4,2.528
5,5.943